This record from OMol25 describes a structure of composition C46H51N8OPRhS2. The level of theory is the ωB97M-V functional and the def2-TZVPD basis.

HOMO level (spin up / spin down)	-0.1117 / -0.1757	Ha
Kohn-Sham gap (spin up / spin down)	5.343 / 5.966	eV
net charge	-1
relative energy (zero: lowest compared OMol25 entry of this formula, charge and spin)	0.0	kcal per mole
multiplicity	5

The geometry in XYZ format:
```
110
Properties=species:S:1:pos:R:3:forces:R:3:mulliken_spin:R:1
Rh 0.7922 -0.2920 0.9735 -0.19 0.23 0.11 1.15
N -2.1247 9.3940 0.1023 0.00 0.02 0.00 0.03
C -1.6932 8.3271 0.1261 0.01 -0.03 -0.01 -0.01
C -1.1613 6.9951 0.1579 -0.01 0.05 0.00 0.06
C 0.2161 6.7836 0.1089 0.01 -0.01 0.00 -0.05
C 0.7231 5.4994 0.1532 0.02 0.04 -0.02 0.11
C -0.1193 4.3804 0.2447 0.03 -0.09 0.03 0.08
C -1.5044 4.6189 0.2744 -0.03 0.03 -0.02 0.07
C -2.0206 5.8967 0.2379 0.00 -0.03 0.00 -0.03
C 0.3843 3.0059 0.2896 -0.06 0.06 0.00 0.25
C 1.4780 2.6702 1.1482 0.03 -0.02 -0.01 -0.12
C 2.2847 3.5395 1.9120 0.03 0.00 0.02 0.20
C 3.2739 2.7591 2.5251 -0.01 0.01 0.00 -0.03
C 3.0259 1.4487 2.1522 -0.02 -0.02 -0.01 0.19
N 1.9460 1.3793 1.3332 0.02 0.07 0.00 0.00
C -0.2087 2.0824 -0.6418 -0.05 -0.01 0.02 -0.06
C -0.9572 2.3773 -1.7956 0.08 0.02 -0.06 0.14
C -1.1334 1.1688 -2.4925 -0.04 0.00 0.02 -0.01
C -0.5218 0.1865 -1.7284 -0.01 -0.02 0.03 0.15
N 0.0226 0.7318 -0.6148 0.03 0.05 0.02 0.05
H 0.8836 7.6314 0.0234 0.00 0.00 0.00 0.00
H 1.7917 5.3462 0.0904 -0.03 0.01 -0.04 0.00
H -2.1735 3.7699 0.3368 0.00 0.00 0.00 0.00
H -3.0902 6.0574 0.2791 0.00 0.00 0.00 0.00
H 2.1642 4.6052 2.0091 0.01 -0.04 0.03 0.01
H 4.0664 3.1002 3.1729 0.00 0.00 0.00 0.01
H 3.5357 0.5473 2.4516 0.01 0.00 0.00 0.00
H -1.2728 3.3594 -2.1104 0.01 0.01 -0.02 0.00
H -1.6355 1.0274 -3.4379 -0.01 -0.01 0.00 0.00
H -0.4445 -0.8756 -1.9039 0.01 0.01 0.00 -0.02
S 1.6670 -1.4309 2.9202 -0.02 0.00 0.00 0.03
C 1.8843 -2.9573 2.1286 0.01 -0.03 0.03 0.22
C 1.7463 -4.1926 2.7001 0.02 0.04 0.00 -0.09
C 1.9826 -5.3804 1.9803 0.00 -0.02 -0.01 0.40
C 2.3715 -5.2726 0.6340 0.00 0.01 0.01 -0.18
C 2.5149 -4.0549 0.0468 0.01 -0.02 -0.01 0.29
N 2.2719 -2.8866 0.7759 -0.12 0.11 0.06 0.07
H 1.4374 -4.2234 3.7365 0.00 0.00 0.00 0.00
H 1.8655 -6.3456 2.4513 0.00 0.00 0.00 0.04
H 2.5719 -6.1531 0.0379 0.00 0.00 0.00 -0.01
H 2.8163 -3.8999 -0.9771 0.00 0.00 0.00 0.05
C 1.5409 4.2324 -3.7076 -0.05 0.06 0.03 0.00
C 2.6949 4.4745 -4.6371 0.04 0.00 -0.03 0.01
O 2.8330 5.4821 -5.2816 -0.05 -0.03 -0.05 0.00
S 3.9671 3.2211 -4.8303 0.02 0.04 0.04 0.00
C 3.6094 2.0056 -3.5892 -0.04 -0.01 -0.01 0.08
C 2.9514 0.8288 -3.9368 0.00 -0.01 0.01 -0.04
C 2.6962 -0.1343 -2.9793 0.02 -0.02 0.02 0.09
C 3.1052 0.0572 -1.6524 0.09 0.14 0.07 -0.10
C 3.7695 1.2458 -1.3107 0.01 -0.02 0.00 0.07
C 4.0204 2.2040 -2.2728 -0.03 0.02 -0.02 -0.03
C 2.8516 -0.9249 -0.6632 -0.38 -0.15 -0.07 0.46
C 2.2888 -1.6730 0.1585 0.48 -0.25 -0.13 -0.09
H 0.6864 4.7911 -4.0859 0.02 0.03 0.01 0.00
H 1.7965 4.6359 -2.7251 0.00 -0.06 0.05 0.00
H 1.2792 3.1857 -3.5823 0.04 -0.05 0.02 0.00
H 2.6264 0.6818 -4.9588 0.00 0.00 0.00 0.00
H 2.1660 -1.0399 -3.2424 -0.01 0.01 0.00 0.00
H 4.0689 1.4062 -0.2834 -0.01 0.01 -0.01 -0.01
H 4.5385 3.1167 -2.0066 -0.01 0.00 0.00 0.00
N -0.5674 -1.6555 0.9533 0.13 -0.21 -0.16 0.45
P -2.0187 -1.5349 1.5456 -0.13 0.04 0.13 -0.05
N -3.2293 -1.1400 0.4562 0.13 0.10 -0.02 0.02
C -3.6467 0.2481 0.2298 -0.01 -0.04 -0.01 0.01
C -5.0888 0.2861 -0.2962 0.00 0.01 0.00 0.00
C -5.4125 -0.9497 -1.1441 0.00 -0.01 0.00 0.00
C -4.1418 -1.4421 -1.8215 0.00 -0.01 0.00 0.01
C -3.1714 -1.9681 -0.7681 -0.01 0.00 0.00 0.04
N -2.1874 -0.4473 2.8045 -0.03 0.02 -0.01 0.05
C -1.5216 0.8561 2.6514 -0.02 -0.01 -0.01 0.15
C -2.2401 1.9219 3.4653 -0.01 0.01 0.00 0.01
C -2.3014 1.5113 4.9335 0.01 0.00 0.00 0.00
C -2.8965 0.1125 5.0742 0.00 0.00 0.00 0.00
C -2.1487 -0.8869 4.2005 0.00 -0.03 0.01 0.00
N -2.5168 -3.0102 2.1185 0.03 -0.02 -0.04 0.00
C -1.7164 -4.2147 1.9128 0.00 0.00 0.00 0.02
C -1.7834 -5.1123 3.1381 0.01 0.00 0.00 0.03
C -3.2331 -5.4547 3.4690 0.00 0.00 -0.01 0.00
C -4.0521 -4.1788 3.6438 -0.01 0.00 0.01 0.00
C -3.9169 -3.2623 2.4310 0.02 0.00 -0.01 0.00
H -2.9667 0.7568 -0.4625 0.03 0.01 -0.03 -0.01
H -3.6086 0.7689 1.1823 0.04 0.02 0.02 0.00
H -5.2062 1.1918 -0.8970 -0.01 0.00 0.01 0.00
H -5.7913 0.3608 0.5372 0.01 -0.01 0.01 0.00
H -6.1905 -0.7208 -1.8748 0.00 0.00 0.00 0.00
H -5.8011 -1.7482 -0.5044 0.00 0.00 0.00 0.00
H -3.6753 -0.6210 -2.3734 0.00 0.00 0.00 0.00
H -4.3490 -2.2374 -2.5400 0.01 0.00 0.00 0.00
H -2.1569 -2.0011 -1.1733 -0.01 -0.01 0.01 -0.03
H -3.4489 -2.9909 -0.4904 -0.01 -0.01 0.01 0.01
H -1.4832 1.1395 1.5992 -0.03 0.01 -0.04 -0.10
H -0.4815 0.7818 3.0053 0.01 -0.01 0.00 0.00
H -3.2545 2.0547 3.0723 0.01 0.00 0.00 0.00
H -1.7123 2.8709 3.3462 0.00 0.00 0.00 0.00
H -2.8748 2.2366 5.5152 0.00 0.00 0.00 0.00
H -1.2843 1.5079 5.3401 0.00 0.00 0.00 0.00
H -3.9493 0.1253 4.7721 0.00 0.00 0.00 0.00
H -2.8565 -0.2187 6.1153 0.00 0.00 0.00 0.00
H -2.5912 -1.8765 4.2775 0.02 0.04 0.01 0.00
H -1.1040 -0.9692 4.5324 0.01 0.00 0.00 0.00
H -0.6950 -3.9159 1.6905 -0.03 -0.01 0.00 -0.01
H -2.1035 -4.7661 1.0404 -0.01 0.00 0.00 -0.01
H -1.3191 -4.5899 3.9809 0.00 0.00 0.00 0.00
H -1.1988 -6.0164 2.9529 0.00 0.00 0.00 -0.02
H -3.2955 -6.0730 4.3676 0.00 0.00 0.00 0.00
H -3.6565 -6.0446 2.6472 0.00 0.00 0.00 0.00
H -3.7053 -3.6484 4.5360 -0.01 -0.02 0.00 0.00
H -5.1086 -4.4123 3.7995 0.00 0.00 0.00 0.00
H -4.4191 -2.3111 2.6078 0.00 0.01 0.00 0.00
H -4.4145 -3.7306 1.5667 0.00 0.00 0.00 0.00
```
Positions in Å, forces in eV/Å.